C54H54BCaIN3O3PSSi | wB97M-V/def2-TZVPD

```
120
Properties=species:S:1:pos:R:3:lowdin_charge:R:1
Ca 1.031 1.230 -0.048 1.251
I -2.731 1.903 1.621 1.060
C -2.538 1.567 3.683 -0.626
C -2.577 2.679 4.470 -0.170
C -2.726 2.555 5.871 -0.071
C -2.951 1.329 6.416 -0.033
C -2.931 0.161 5.611 -0.159
C -3.301 -1.094 6.162 -0.028
C -3.337 -2.211 5.387 -0.063
C -2.838 -2.156 4.065 -0.103
C -2.392 -0.989 3.504 -0.325
P -1.279 -1.045 2.028 1.021
C 0.134 -2.110 2.565 -0.352
C 0.245 -2.906 3.701 -0.069
C 1.407 -3.631 3.951 -0.076
C 2.483 -3.568 3.075 -0.087
C 2.396 -2.769 1.944 -0.080
C 1.234 -2.048 1.702 -0.133
C -2.220 -2.181 0.921 -0.357
C -3.591 -1.980 0.731 -0.103
C -4.293 -2.714 -0.221 -0.079
C -3.634 -3.653 -1.006 -0.095
C -2.273 -3.853 -0.834 -0.074
C -1.571 -3.121 0.119 -0.074
C -2.593 0.243 4.230 -0.203
H -2.531 3.663 4.021 0.087
H -2.726 3.444 6.489 0.107
H -3.165 1.227 7.475 0.115
H -3.584 -1.137 7.209 0.115
H -3.687 -3.154 5.795 0.109
H -2.760 -3.075 3.489 0.117
H -0.561 -2.956 4.418 0.088
H 1.467 -4.252 4.837 0.103
H 3.387 -4.132 3.278 0.104
H 3.234 -2.690 1.259 0.111
H 1.167 -1.443 0.804 0.063
H -4.119 -1.251 1.339 0.088
H -5.356 -2.543 -0.355 0.104
H -4.177 -4.219 -1.756 0.105
H -1.747 -4.570 -1.454 0.106
H -0.508 -3.290 0.235 0.103
C 0.827 1.713 3.407 -0.186
Si 2.653 1.773 3.000 0.323
C 3.196 3.446 3.640 -0.174
C 3.448 0.434 4.020 -0.164
N 2.786 1.585 1.300 -0.237
C 3.987 1.704 0.610 -0.319
C 5.256 1.870 1.211 -0.048
C 6.429 1.989 0.479 -0.100
C 6.404 1.942 -0.907 -0.105
C 5.179 1.796 -1.543 -0.033
C 4.020 1.681 -0.802 -0.194
O 2.746 1.658 -1.461 -0.183
C 2.669 1.094 -2.757 -0.291
C 2.013 1.819 -3.723 -0.031
C 1.819 1.256 -4.980 -0.058
C 2.302 -0.016 -5.257 -0.079
C 2.981 -0.722 -4.269 -0.068
C 3.162 -0.170 -3.012 -0.020
H 0.659 2.178 4.387 0.045
H 0.447 0.687 3.461 0.003
H 0.215 2.272 2.681 -0.005
H 3.176 3.465 4.738 0.032
H 2.509 4.220 3.269 0.024
H 4.209 3.726 3.315 0.023
H 3.159 0.533 5.075 0.036
H 4.546 0.459 3.967 0.026
H 3.119 -0.552 3.666 0.014
H 5.304 1.903 2.296 0.080
H 7.370 2.126 1.001 0.100
H 7.314 2.027 -1.490 0.097
H 5.124 1.778 -2.624 0.119
H 1.644 2.809 -3.487 0.077
H 1.287 1.819 -5.739 0.109
H 2.152 -0.457 -6.237 0.103
H 3.361 -1.717 -4.473 0.108
H 3.672 -0.719 -2.229 0.133
N -3.346 3.216 -1.590 0.069
C -2.081 3.722 -1.560 -0.893
S -0.999 3.274 -2.753 0.693
N -1.890 4.572 -0.521 0.033
C -0.786 5.351 -0.092 -0.235
C -1.054 6.230 0.957 -0.038
C -0.055 7.027 1.485 -0.085
C 1.237 6.959 0.975 -0.092
C 1.503 6.080 -0.063 -0.071
C 0.505 5.272 -0.603 -0.045
H -3.479 2.423 -2.198 0.089
H -3.985 3.323 -0.818 0.061
H -2.700 4.712 0.056 0.096
H -2.062 6.289 1.361 0.111
H -0.287 7.705 2.298 0.105
H 2.023 7.582 1.386 0.104
H 2.505 6.012 -0.471 0.110
H 0.726 4.602 -1.418 0.035
C -0.145 -4.669 -5.863 -0.071
C -1.595 -4.398 -5.454 -0.561
C -2.393 -4.078 -6.727 -0.058
C -2.171 -5.667 -4.808 -0.048
C -1.687 -3.243 -4.448 -0.176
C -2.914 -2.618 -4.193 -0.041
C -3.044 -1.568 -3.278 0.003
C -1.907 -1.164 -2.615 -0.242
O -1.746 -0.172 -1.675 0.020
B -0.361 -0.146 -1.282 -0.589
O 0.264 -1.196 -2.048 0.039
C -0.702 -1.781 -2.842 -0.222
C -0.556 -2.811 -3.743 0.054
H -0.122 -5.440 -6.636 0.083
H 0.457 -5.028 -5.023 0.080
H 0.328 -3.767 -6.266 0.090
H -2.203 -4.842 -7.488 0.082
H -2.100 -3.105 -7.134 0.093
H -3.470 -4.058 -6.544 0.073
H -2.099 -6.519 -5.495 0.085
H -3.223 -5.525 -4.543 0.081
H -1.622 -5.915 -3.894 0.082
H -3.806 -2.955 -4.713 0.107
H -4.005 -1.097 -3.093 0.122
H 0.420 -3.258 -3.888 0.114
```

Properties
Energy relative to the best compared isomer or geometry (same formula, charge and spin) = 46.8 kcal per mole
Charge = 0
2S+1 = 1
Strongest force on any atom = 0.0672 hartree/bohr
Kohn-Sham gap = 0.251 Eh
LUMO level = -0.145 eV
DFT total energy = -122709.555 eV

BH4NO | wB97M-V/def2-TZVPD

```
7
Properties=species:S:1:pos:R:3:nbo_charge:R:1
B 0.404 0.662 0.006 0.930
N -1.386 -0.216 -0.161 -1.097
O 1.183 -0.433 -0.183 -0.902
H 0.856 1.660 0.171 -0.128
H -2.093 -0.160 0.563 0.351
H -1.108 -1.159 -0.127 0.341
H 2.144 -0.353 -0.269 0.504
```

Properties
Energy relative to the best compared isomer or geometry (same formula, charge and spin) = 63.5 kcal per mole
Charge = 0
2S+1 = 1
Strongest force on any atom = 0.1374 hartree/bohr
Kohn-Sham gap = 0.345 Eh
LUMO level = 0.457 eV
DFT total energy = -4278.135 eV

C6H10O | wB97M-V/def2-TZVPD

```
17
Properties=species:S:1:pos:R:3:nbo_charge:R:1
C 1.919 -0.679 0.067 -0.608
C 0.726 0.140 0.523 -0.228
C 0.497 1.460 -0.321 -0.367
C -1.064 1.780 -0.574 -0.163
C -1.241 0.664 -0.014 0.038
C -0.655 -0.604 0.432 0.008
O -0.751 -1.675 -0.470 -0.691
H 1.788 -1.022 -0.964 0.208
H 2.826 -0.065 0.106 0.220
H 2.068 -1.560 0.699 0.222
H 0.845 0.436 1.570 0.217
H 0.949 1.373 -1.315 0.213
H 0.938 2.321 0.187 0.227
H -3.550 -0.382 -0.241 0.008
H -3.663 0.132 0.284 0.010
H -0.988 -0.993 1.395 0.212
H -0.645 -1.324 -1.365 0.473
```

Properties
Energy relative to the best compared isomer or geometry (same formula, charge and spin) = 119.7 kcal per mole
Charge = 0
2S+1 = 1
Strongest force on any atom = 0.0119 hartree/bohr
Kohn-Sham gap = 0.375 Eh
LUMO level = 0.719 eV
DFT total energy = -8426.050 eV

C42H105N7O14 | wB97M-V/def2-TZVPD

```
168
Properties=species:S:1:pos:R:3:lowdin_charge:R:1
C -6.243 -13.599 -21.576 -0.093
O -5.759 -14.676 -22.387 -0.226
C -4.405 -14.395 -22.787 -0.182
C -4.176 -13.509 -24.102 -0.173
N -4.824 -13.935 -25.339 -0.058
C -6.337 -14.282 -25.313 -0.139
C -6.973 -14.601 -26.645 -0.193
O -6.414 -15.757 -27.309 -0.222
C -7.177 -16.410 -28.292 -0.088
H -6.658 -12.793 -22.181 0.083
H -5.567 -13.236 -20.802 0.090
H -7.051 -14.087 -21.030 0.074
H -3.873 -15.345 -22.737 0.091
H -3.908 -13.760 -22.054 0.101
H -3.113 -13.463 -24.341 0.098
H -4.558 -12.502 -23.934 0.103
H -4.260 -14.043 -26.170 0.096
H -6.892 -13.512 -24.777 0.116
H -6.294 -15.168 -24.679 0.081
H -6.927 -13.669 -27.209 0.120
H -8.032 -14.853 -26.579 0.096
H -6.313 -16.889 -28.753 0.092
H -7.701 -15.680 -28.908 0.099
H -7.678 -17.269 -27.845 0.064
C -12.382 -19.526 -21.483 -0.096
O -13.191 -19.058 -22.515 -0.196
C -12.448 -18.153 -23.339 -0.237
C -13.251 -17.845 -24.582 -0.182
N -14.585 -17.363 -24.068 -0.001
C -15.615 -17.271 -25.121 -0.239
C -16.889 -16.812 -24.571 -0.254
O -17.429 -17.961 -23.947 -0.181
C -18.480 -18.627 -24.639 -0.121
H -11.929 -18.658 -21.002 0.091
H -11.701 -20.124 -22.088 0.074
H -12.949 -20.204 -20.845 0.095
H -11.538 -18.635 -23.696 0.088
H -12.063 -17.268 -22.831 0.118
H -13.430 -18.729 -25.195 0.113
H -12.617 -17.216 -25.207 0.095
H -14.915 -18.184 -23.583 0.093
H -15.900 -18.184 -25.644 0.120
H -15.456 -16.639 -25.995 0.121
H -17.637 -16.336 -25.204 0.116
H -16.742 -16.054 -23.802 0.117
H -19.487 -18.288 -24.398 0.080
H -18.549 -19.700 -24.463 0.080
H -18.447 -18.696 -25.726 0.081
C -10.124 -15.358 -24.644 -0.107
O -9.345 -15.560 -23.536 -0.195
C -8.627 -16.737 -23.450 -0.215
C -8.273 -16.999 -21.983 -0.146
N -7.415 -18.179 -21.682 -0.037
C -6.043 -18.090 -21.997 -0.201
C -5.207 -17.486 -20.756 -0.170
O -5.530 -18.344 -19.661 -0.174
C -4.756 -18.105 -18.598 -0.177
H -10.342 -14.295 -24.749 0.073
H -11.076 -15.841 -24.422 0.071
H -9.744 -15.766 -25.580 0.082
H -7.747 -16.746 -24.093 0.105
H -9.370 -17.486 -23.726 0.103
H -9.259 -17.099 -21.530 0.115
H -7.813 -16.144 -21.487 0.095
H -7.413 -18.170 -20.672 0.092
H -5.774 -17.568 -22.916 0.096
H -5.519 -19.039 -22.104 0.107
H -5.391 -16.429 -20.566 0.110
H -4.189 -17.612 -21.125 0.105
H -3.693 -18.143 -18.837 0.070
H -4.890 -18.917 -17.882 0.095
H -4.951 -17.150 -18.111 0.083
C -17.156 -12.999 -24.861 -0.173
O -16.468 -12.689 -26.005 -0.198
C -15.855 -11.334 -25.933 -0.145
C -14.976 -10.992 -24.703 -0.196
N -13.810 -11.891 -24.559 -0.083
C -12.947 -11.448 -23.479 -0.207
C -11.751 -12.482 -23.344 -0.146
O -11.058 -12.066 -22.106 -0.202
C -9.784 -12.683 -21.969 -0.127
H -17.972 -12.277 -24.818 0.091
H -16.629 -13.159 -23.920 0.089
H -17.720 -13.921 -25.006 0.072
H -16.800 -10.800 -26.024 0.109
H -15.395 -11.123 -26.899 0.116
H -15.586 -11.139 -23.812 0.100
H -14.595 -9.971 -24.739 0.119
H -14.095 -12.858 -24.500 0.103
H -13.545 -11.348 -22.574 0.108
H -12.710 -10.388 -23.574 0.113
H -11.071 -12.382 -24.190 0.104
H -12.189 -13.476 -23.246 0.117
H -9.224 -12.456 -22.876 0.080
H -9.781 -13.727 -21.654 0.080
H -9.278 -12.153 -21.161 0.081
C -1.303 -18.994 -14.232 -0.120
O -1.539 -17.630 -14.483 -0.217
C -2.840 -17.447 -15.057 -0.214
C -3.168 -16.176 -15.814 -0.190
N -2.536 -16.250 -17.152 -0.069
C -1.105 -16.142 -17.108 -0.175
C -0.483 -16.867 -18.399 -0.196
O -0.551 -16.109 -19.570 -0.157
C -1.651 -16.375 -20.322 -0.160
H -1.128 -19.435 -15.213 0.086
H -2.191 -19.583 -14.003 0.078
H -0.579 -19.141 -13.430 0.095
H -3.438 -17.475 -14.146 0.127
H -3.028 -18.261 -15.756 0.116
H -2.905 -15.292 -15.233 0.113
H -4.238 -15.968 -15.828 0.114
H -2.787 -15.432 -17.688 0.105
H -0.707 -16.783 -16.321 0.101
H -0.723 -15.131 -16.963 0.123
H -0.784 -17.910 -18.503 0.120
H 0.553 -17.041 -18.108 0.110
H -1.598 -17.372 -20.759 0.095
H -1.805 -15.649 -21.121 0.076
H -2.590 -16.317 -19.771 0.056
C -12.049 -19.994 -28.641 -0.167
O -10.988 -20.231 -27.811 -0.157
C -10.410 -18.977 -27.354 -0.185
C -9.263 -19.299 -26.394 -0.199
N -9.639 -19.826 -25.063 -0.042
C -8.543 -20.627 -24.451 -0.147
C -8.938 -21.492 -23.169 -0.187
O -9.896 -22.451 -23.588 -0.199
C -10.293 -23.397 -22.598 -0.109
H -13.007 -19.985 -28.121 0.084
H -12.096 -20.798 -29.376 0.087
H -12.027 -19.105 -29.270 0.086
H -11.164 -18.360 -26.866 0.105
H -10.039 -18.328 -28.147 0.113
H -8.641 -18.408 -26.303 0.086
H -8.669 -20.054 -26.909 0.108
H -10.521 -20.316 -25.117 0.102
H -7.784 -19.962 -24.039 0.088
H -8.074 -21.193 -25.256 0.100
H -9.387 -20.907 -22.367 0.102
H -8.047 -21.916 -22.706 0.114
H -10.984 -22.810 -21.991 0.071
H -9.548 -23.742 -21.881 0.082
H -10.891 -24.277 -22.834 0.084
C -5.392 -21.259 -26.607 -0.097
O -5.980 -19.939 -26.574 -0.210
C -5.368 -19.026 -25.644 -0.217
C -4.106 -18.424 -26.090 -0.247
N -3.436 -17.589 -25.139 -0.035
C -2.447 -16.843 -25.834 -0.220
C -1.532 -16.268 -24.761 -0.217
O -1.147 -14.980 -25.143 -0.223
C -0.204 -14.373 -24.200 -0.072
H -5.806 -21.854 -27.422 0.087
H -5.400 -21.810 -25.667 0.086
H -4.352 -21.247 -26.932 0.070
H -5.349 -19.604 -24.720 0.117
H -6.134 -18.256 -25.548 0.109
H -4.217 -17.979 -27.079 0.122
H -3.470 -19.223 -26.472 0.118
H -4.048 -16.822 -24.897 0.097
H -2.858 -16.084 -26.499 0.117
H -1.940 -17.500 -26.541 0.122
H -0.596 -16.822 -24.677 0.124
H -2.037 -16.061 -23.818 0.099
H 0.279 -13.570 -24.756 0.081
H 0.531 -15.059 -23.778 0.089
H -0.736 -13.760 -23.472 0.073
```

Properties
Energy relative to the best compared isomer or geometry (same formula, charge and spin) = 135.6 kcal per mole
Charge = 0
Structure (SMILES) = COCCNCCOC.COCCNCCOC.COCCNCCOC.COCCNCCOC.COCCNCCOC.COCCNCCOC.COCCNCCOC
2S+1 = 1
Strongest force on any atom = 0.0692 hartree/bohr
Kohn-Sham gap = 0.314 Eh
LUMO level = 0.498 eV
DFT total energy = -84336.091 eV

H6N4O2P | wB97M-V/def2-TZVPD

```
13
Properties=species:S:1:pos:R:3:nbo_charge:R:1
N -1.858 -1.309 0.072 -0.680
N -0.493 -1.692 0.218 -0.818
P 0.579 -0.418 -0.512 2.290
O 2.016 -0.697 0.089 -1.197
O 0.290 -0.351 -1.991 -1.161
N 0.027 1.070 0.198 -0.836
N 0.994 2.153 0.357 -0.669
H -2.014 -0.415 0.413 0.323
H -2.048 -1.334 -0.879 0.352
H -0.187 -2.122 1.070 0.369
H -0.299 0.786 1.159 0.341
H 1.953 1.738 0.398 0.351
H 1.040 2.591 -0.592 0.334
```

Properties
Energy relative to the best compared isomer or geometry (same formula, charge and spin) = 0.0 kcal per mole
Charge = -1
Structure (SMILES) = NNP(=O)([O-])NN
2S+1 = 1
Strongest force on any atom = 0.0742 hartree/bohr
Kohn-Sham gap = 0.339 Eh
LUMO level = 4.480 eV
DFT total energy = -19443.547 eV

C7H16CuFO7PS | wB97M-V/def2-TZVPD

```
34
Properties=species:S:1:pos:R:3:nbo_charge:R:1
C 4.697 0.592 1.302 -0.247
O 4.358 0.120 0.015 -0.540
C 2.992 0.271 -0.299 -0.059
C 2.588 -0.795 -1.313 -0.424
C 1.465 -1.715 -0.852 -0.390
C 0.171 -0.985 -0.490 -0.391
C -0.713 -1.771 0.478 -0.435
C -1.697 -0.904 1.243 -0.061
O -3.044 -1.077 0.681 -0.789
P -4.062 0.055 0.482 2.533
O -5.429 -0.328 0.717 -1.003
O -3.640 1.379 1.286 -0.964
O -3.935 0.657 -1.090 -0.921
S -2.943 1.836 -1.344 2.619
O -3.646 3.066 -1.125 -0.989
O -1.720 1.667 -0.649 -0.893
F -2.705 1.633 -2.816 -0.391
H 5.745 0.866 1.287 0.200
H 4.124 1.482 1.560 0.161
H 4.547 -0.183 2.052 0.171
H 2.846 1.261 -0.741 0.164
H 2.377 0.220 0.601 0.150
H 2.281 -0.335 -2.247 0.199
H 3.467 -1.403 -1.496 0.243
H 1.774 -2.351 -0.027 0.201
H 1.227 -2.387 -1.674 0.212
H 0.421 -0.036 -0.018 0.183
H -0.363 -0.743 -1.408 0.194
H -1.260 -2.532 -0.069 0.235
H -0.052 -2.264 1.183 0.225
H -1.714 -1.184 2.288 0.213
H -1.370 0.125 1.192 0.188
H -3.882 2.070 0.645 0.430
Cu -2.904 3.696 0.648 0.978
```

Properties
Charge = +1
2S+1 = 1
Strongest force on any atom = 0.0521 hartree/bohr
Kohn-Sham gap = 0.209 Eh
LUMO level = -6.106 eV
DFT total energy = -89324.689 eV